325
Properties=species:S:1:pos:R:3:lowdin_charge:R:1 method="wB97M-V/def2-TZVPD" lumo_ev=-10.9 charge=+6 gap_ev=4.6
S 13.45335 -4.11072 18.13834 0.511
S 12.52480 -4.78282 9.88546 0.583
S 19.98872 -8.44605 19.49246 0.567
S 16.23220 -8.74959 14.24455 0.505
S 12.57718 -3.32793 11.65942 0.436
S 21.47091 -9.38604 21.19989 0.432
S 15.01325 -9.25991 12.17782 0.601
F 12.53614 -6.61607 17.91565 0.132
F 14.61790 -6.53636 17.63075 0.180
F 13.77620 -6.31010 19.61715 0.158
F 22.47004 -8.83327 22.36277 -0.223
F 15.77011 -8.10164 15.65627 -0.222
F 18.70343 -7.51286 19.70032 -0.246
F 12.70716 -6.39873 9.76479 -0.200
F 13.00345 -3.20546 13.24857 -0.230
F 14.39006 -8.15372 11.11761 -0.225
O 22.42965 -9.72822 20.20662 -0.261
O 13.60567 -4.35582 9.04418 -0.224
O 10.03487 -1.05893 20.18243 -0.210
O 8.19671 -5.44053 18.75949 -0.212
O 20.56590 -7.84155 18.33021 -0.292
O 14.68693 -3.56788 18.66533 -0.332
O 11.16846 -4.67451 9.39203 -0.235
O 11.23116 -2.81547 11.75394 -0.291
O 12.24576 -3.67309 18.90445 -0.372
O 16.00419 2.78181 11.85722 -0.208
O 13.58919 -2.42696 11.06606 -0.276
O 16.26893 -9.68824 11.58393 -0.233
O 16.24973 -10.17629 14.60463 -0.252
O 13.27560 -4.00698 16.69575 -0.348
O 13.97286 -10.23222 12.13969 -0.242
O 11.47955 -8.67216 14.12552 0.136
O 19.13553 -1.98992 19.14606 -0.197
O 20.84117 -10.45562 21.99668 -0.318
O 13.10956 -5.55314 22.63839 0.156
O 17.45664 -8.04908 13.89971 -0.267
O 19.39110 -9.79650 19.28308 -0.322
N 4.98778 -5.08671 19.52974 -0.195
N 12.72655 -4.79499 11.56153 -0.268
N 7.35202 -2.47065 12.72211 -0.152
N 12.21057 -4.45430 24.48103 0.106
N 15.02616 -9.70731 21.69462 -0.159
N 20.70673 -8.06389 21.01668 -0.281
N 22.14991 -1.58376 18.30413 -0.239
N 15.05163 0.83132 14.07190 -0.196
N 14.98156 -8.25043 13.52300 -0.313
N 6.68853 -14.69326 16.24358 -0.173
N 13.01296 0.10514 20.56695 -0.198
N 12.79520 -6.74870 13.40815 0.088
N 17.65846 -4.86195 11.31745 -0.150
C 16.13672 -8.58886 22.10113 -0.013
C 15.42610 -10.23369 17.72602 -0.073
C 12.66073 -5.97260 14.73450 0.029
C 22.96434 -1.50198 16.98991 -0.134
C 5.56715 -13.72517 15.88393 -0.108
C 9.34938 -6.22536 18.54187 -0.069
C 18.13322 -7.01396 10.11707 -0.086
C 17.05656 -6.26465 10.92755 -0.069
C 13.82714 -0.27023 19.26790 0.035
C 6.07229 -4.60346 18.47642 -0.052
C 5.61653 -5.66241 20.81388 -0.132
C 14.81984 -0.91863 16.04514 -0.051
C 14.75079 2.92495 12.48294 -0.189
C 13.64977 -6.06906 18.35521 -0.716
C 15.42650 -10.37031 20.35726 -0.071
C 8.27384 -3.04916 15.06312 -0.157
C 5.30657 -3.32829 11.47286 -0.087
C 8.48954 -12.74093 16.56385 -0.189
C 10.56883 -0.03270 19.38163 -0.175
C 8.48920 -3.22467 13.54454 -0.089
C 16.54900 -4.65936 15.15504 -0.053
C 17.75581 -4.63616 12.85690 -0.069
C 10.63341 -2.18974 15.80109 -0.071
C 13.99491 -1.93277 21.83412 -0.037
C 6.23374 -4.63657 21.75400 -0.052
C 16.87401 -3.73283 10.55269 -0.098
C 15.04518 -9.53833 19.07060 -0.189
C 11.67919 -5.55957 25.41977 0.081
C 15.32809 -10.78833 22.76996 -0.110
C 10.61191 -8.46176 21.71541 -0.107
C 16.78367 -10.67887 23.09402 -0.156
C 6.35664 -18.39195 17.49362 -0.084
C 20.87054 -0.68906 18.06379 -0.040
C 11.18696 -9.79509 22.18023 -0.244
C 9.36944 -12.08768 17.62234 -0.258
C 12.70209 -0.10130 13.46262 -0.039
C 24.05729 -2.61313 16.74037 -0.026
C 10.97072 -4.59723 22.18924 0.040
C 19.44706 -6.34114 10.60783 -0.137
C 17.38992 -9.44132 22.51927 -0.128
C 16.49824 0.61124 13.66207 0.012
C 7.04365 -5.72621 18.03585 -0.207
C 4.08926 -3.81964 19.81624 0.027
C 16.14797 -1.35026 8.53317 -0.092
C 7.26154 -0.91618 13.02656 -0.076
C 13.54828 -9.11269 21.75937 -0.083
C 17.13937 3.63323 12.06669 -0.062
C 5.87784 -13.27172 14.49365 -0.175
C 21.80653 -3.07162 18.68271 -0.106
C 20.96151 -3.77115 17.52170 -0.025
C 17.70787 -1.98107 19.45417 -0.070
C 7.08830 -17.06291 17.45070 -0.226
C 14.98541 0.56948 15.64865 -0.107
C 10.90079 -7.67511 12.00834 0.039
C 12.48545 -10.22482 21.48625 -0.158
C 6.37666 -14.52358 13.80475 -0.131
C 14.61804 2.33947 13.88655 -0.058
C 6.33823 -2.67656 10.45806 -0.115
C 9.61495 -3.40144 15.84476 -0.185
C 8.57379 -0.20615 12.73419 -0.216
C 17.44828 -2.29353 10.57816 -0.150
C 4.09566 -6.14853 18.73765 -0.125
C 12.78000 -1.17996 21.36838 -0.172
C 13.40945 1.62953 22.75935 -0.033
C 10.16928 -10.86897 17.12379 -0.100
C 11.69081 -7.80659 13.29541 -0.366
C 9.28405 -2.07468 19.50145 -0.071
C 11.63056 0.76560 20.20548 -0.020
C 16.57072 -1.15613 9.93728 -0.255
C 6.09025 -15.97703 16.87942 -0.089
C 7.86397 -14.05700 17.11032 -0.069
C 19.77153 -0.68827 19.22405 -0.147
C 14.22292 -0.06696 13.13340 -0.140
C 8.54035 1.35430 12.85286 -0.064
C 6.00325 -3.14058 12.88860 -0.106
C 19.03236 -4.92019 10.64743 -0.142
C 13.86700 1.09688 21.35724 -0.158
C 7.65927 -2.81514 11.21753 -0.077
C 12.17313 -4.92474 23.08612 -0.402
C 7.28125 -15.11177 14.85539 -0.086
C 16.34375 -4.66531 13.58282 -0.175
C 2.75026 -6.55731 19.38592 -0.041
C 22.94443 -1.12210 19.51678 0.019
H 11.36588 -4.70416 21.17904 0.075
H 7.66898 1.69777 12.29533 0.081
H 5.42856 -16.25741 16.05987 0.133
H 7.44837 -3.72114 15.29793 0.081
H 15.73633 -7.93430 22.87531 0.116
H 20.73152 -4.81946 17.71210 0.087
H 17.99399 -8.89794 23.24586 0.132
H 15.46392 -8.53202 19.06082 0.086
H 10.13067 -5.26061 22.39505 0.093
H 23.37974 -0.13658 19.35140 0.113
H 14.41519 0.22726 12.10162 0.121
H 14.45760 3.97478 12.48383 0.146
H 9.01866 -0.45086 11.76966 0.109
H 17.19500 4.47172 11.37247 0.098
H 13.15305 -4.17332 24.71101 0.182
H 13.94762 1.94349 20.67545 0.122
H 3.49322 -3.62604 18.92442 0.107
H 15.87259 -3.74865 10.98281 0.097
H 15.26037 2.93754 14.53293 0.131
H 6.52104 -0.63225 12.27880 0.130
H 6.53178 -12.40247 14.56349 0.108
H 23.57275 -3.49633 16.32408 0.071
H 13.60310 -7.34996 13.48488 0.037
H 17.14416 1.32950 14.16704 0.113
H 22.75203 -3.59025 18.84130 0.120
H 15.49458 -2.21771 8.43983 0.074
H 21.36998 0.25071 17.82822 0.129
H 15.75788 -5.50431 13.20738 0.080
H 15.27185 -11.31107 17.66631 0.085
H 13.44054 -8.25970 21.08937 0.091
H 6.77745 -0.64621 13.96511 0.132
H 14.77000 -0.78343 19.45695 0.083
H 17.29034 -2.97852 19.31679 0.087
H 20.02903 -3.22544 17.37758 0.051
H 9.76086 -8.21149 22.34880 0.072
H 22.27838 -1.50708 16.14284 0.116
H 13.26152 -5.06564 14.66680 0.058
H 13.99259 -9.25825 19.02937 0.078
H 9.93480 -8.13011 12.22726 0.096
H 9.75753 0.51530 18.90248 0.144
H 5.68122 -12.93671 16.62784 0.125
H 18.07391 -6.87480 9.03762 0.129
H 6.30311 -3.18912 9.49673 0.130
H 7.39484 -13.85404 18.07304 0.132
H 11.34595 -7.65768 21.66312 0.044
H 20.37625 -0.97249 17.13457 0.118
H 10.85531 -1.94046 14.76344 0.043
H 9.62445 -6.14234 17.49042 0.087
H 10.11758 -5.79822 19.18648 0.081
H 10.66402 -5.78133 25.09059 0.106
H 16.79524 -0.41222 13.89104 0.098
H 17.02091 -1.33978 18.90196 0.057
H 12.26178 0.78728 13.01023 0.076
H 5.00574 -12.83867 14.00374 0.130
H 4.73405 -7.02923 18.66743 0.110
H 13.14623 -0.80356 18.60455 0.084
H 13.61580 2.40779 14.30958 0.127
H 9.97240 -2.59618 18.83638 0.051
H 18.05203 -8.07488 10.35362 0.117
H 20.28323 -6.51372 9.93023 0.135
H 8.67121 -11.82420 18.41678 0.108
H 9.29766 -0.54709 13.47437 0.084
H 12.09834 -0.93942 13.11457 0.044
H 7.08095 -4.02322 21.44719 0.065
H 10.07656 -1.42205 16.33838 0.061
H 14.71999 -9.79017 17.02402 0.051
H 14.16755 2.25903 23.22529 0.097
H 17.06628 -0.18905 10.02251 0.110
H 8.65526 -14.79113 17.26207 0.131
H 16.59198 0.67523 12.57800 0.094
H 16.75943 -6.72635 11.86916 0.075
H 8.39071 -4.29487 13.36269 0.131
H 3.35428 -4.05666 20.58548 0.106
H 7.13666 -5.55290 16.96374 0.116
H 15.69219 -1.12664 10.58181 0.068
H 9.05859 -12.94586 15.65705 0.124
H 13.04563 -6.66098 15.48688 0.085
H 8.13538 1.65277 13.81983 0.070
H 11.74572 -3.57674 24.66518 0.180
H 5.50029 -15.62289 17.72478 0.133
H 11.28848 -9.77577 23.26532 0.113
H 6.11201 -4.03499 13.50203 0.111
H 14.63081 -10.49304 23.55399 0.126
H 15.57874 -4.73470 15.64598 0.043
H 21.21880 -3.18307 19.59389 0.122
H 13.85870 -1.39427 15.85003 0.068
H 6.57923 -3.74046 18.90810 0.119
H 14.83690 -1.07015 17.12442 0.039
H 8.01741 -3.84365 11.17281 0.138
H 9.50809 -2.94631 13.27532 0.089
H 8.03060 -2.03319 15.37417 0.103
H 8.05924 -17.00969 16.95821 0.103
H 17.21076 -5.46338 15.47711 0.077
H 4.95491 -4.34368 11.29000 0.117
H 18.87186 -4.62050 9.61181 0.137
H 17.97171 2.99932 11.76095 0.094
H 17.56579 -2.05656 11.63558 0.079
H 10.57503 -10.37382 18.00600 0.053
H 5.45681 -2.53391 13.61071 0.121
H 12.82541 -11.13806 21.97463 0.110
H 11.18536 1.10218 21.14175 0.135
H 6.85859 -14.28961 12.85549 0.136
H 12.55720 0.09316 14.52530 0.065
H 12.23355 -10.56348 20.48129 0.114
H 19.10572 0.14485 18.99883 0.114
H 13.15440 0.83057 23.45557 0.072
H 17.47000 -1.60167 20.44794 0.081
H 8.31497 -14.76622 14.86566 0.119
H 2.22438 -5.64267 19.65975 0.071
H 24.87489 -2.32950 16.07767 0.096
H 17.25114 -11.58149 22.70050 0.138
H 11.85279 1.66000 19.62345 0.139
H 8.41522 -2.15615 10.79049 0.123
H 15.86492 -3.76024 13.20911 0.079
H 9.45824 1.91639 12.68069 0.078
H 11.53233 -5.13600 26.41331 0.121
H 24.50953 -2.93151 17.67963 0.077
H 10.17664 -12.69892 18.02598 0.116
H 18.47922 -2.33765 10.22698 0.110
H 6.66947 -19.03076 18.31955 0.092
H 10.11404 -4.29300 15.46513 0.082
H 18.09532 -9.54613 21.69494 0.087
H 15.86927 1.05857 16.05812 0.125
H 9.53122 -10.18409 16.56529 0.066
H 6.44189 -5.16212 22.68597 0.092
H 5.52107 -3.88276 22.08861 0.082
H 6.55008 -18.84567 16.52159 0.088
H 8.60289 -1.61177 18.78743 0.094
H 19.83117 -6.58613 11.59805 0.123
H 16.38084 -10.03730 17.23816 0.071
H 11.58670 -2.30615 16.31664 0.041
H 11.45633 -8.33754 11.34452 0.111
H 2.06786 -7.19425 18.82314 0.103
H 20.14241 -0.28424 20.16602 0.122
H 7.65211 -12.04726 16.48881 0.101
H 14.61486 -1.08214 13.19577 0.103
H 5.53680 -15.15484 13.51446 0.134
H 14.02692 2.43964 11.82828 0.126
H 4.85908 -6.24068 21.34301 0.132
H 4.61158 -2.89212 20.05074 0.104
H 12.10115 -0.95193 22.19013 0.127
H 15.65821 -1.55069 15.75232 0.078
H 12.18263 -1.79549 20.69579 0.097
H 2.91827 -7.04134 20.34800 0.080
H 14.10524 0.65694 18.76678 0.099
H 14.70268 -1.33657 22.41006 0.091
H 12.31685 -6.43828 25.32307 0.118
H 16.04896 -6.15688 10.52600 0.119
H 13.47707 -8.71200 22.77055 0.114
H 11.04753 -11.06626 16.50910 0.083
H 12.85051 -6.14377 12.60125 0.054
H 4.57782 -14.18155 15.91607 0.144
H 16.51127 -10.46941 20.39662 0.131
H 10.76815 -6.65023 11.66175 0.071
H 17.29330 4.07201 13.05253 0.090
H 23.81860 -1.76909 19.58968 0.108
H 14.57090 -2.44303 21.06212 0.073
H 18.11695 -3.61110 12.94014 0.108
H 16.98308 -1.28509 7.83572 0.096
H 18.45061 -5.35022 13.29902 0.133
H 19.70559 -4.20666 11.12254 0.139
H 15.04138 -11.78591 22.43719 0.129
H 12.53321 2.27766 22.77475 0.081
H 14.92752 0.84613 21.37989 0.126
H 13.67378 -2.76981 22.45408 0.058
H 11.62416 -5.73915 14.97767 0.081
H 15.52473 -0.48886 8.29304 0.087
H 6.76298 -6.77556 18.12630 0.125
H 11.15033 -0.50421 18.58939 0.098
H 22.39749 -1.18422 20.45758 0.111
H 10.42720 -10.55069 21.98038 0.113
H 4.44075 -2.66775 11.51898 0.110
H 6.00786 -1.65365 10.27749 0.115
H 8.98424 -2.89107 20.15851 0.077
H 7.35313 -16.93994 18.50086 0.108
H 21.53087 -3.70924 16.59428 0.056
H 6.31708 -6.39663 20.41607 0.118
H 9.23611 -7.29368 18.72616 0.085
H 7.44444 -16.16543 14.62899 0.141
H 15.09873 -11.40908 20.31674 0.133
H 9.43046 -3.56032 16.90722 0.072
H 10.59467 -3.57430 22.20681 0.086
H 14.07789 1.00746 16.06422 0.106
H 5.28688 -18.20600 17.58922 0.084
H 5.63289 -4.16420 17.58084 0.125
H 16.24604 -8.00078 21.18992 0.108
H 16.86734 -10.78506 24.17560 0.134
H 17.07079 -3.76850 15.50463 0.059
H 16.75659 -4.01165 9.50552 0.135
H 23.38587 -0.49886 17.05443 0.124
H 10.14041 -8.43230 20.73310 0.056
H 3.89694 -5.74835 17.74344 0.128